Density functional theory data (wB97M-V/def2-TZVPD) for an isolated molecule of C5H6.

Electronic energy in eV: -5278.92478
Net charge: 0
LUMO energy in eV: 1.19
SMILES string: C#CC1CC1
Gap between HOMO and LUMO in Eh: 0.39098
Energy above the lowest of the compared OMol25 structures with the same formula, charge and spin in eV: 2.274

Geometry (Å):
C 2.536 0.070 -0.129
C 1.342 -0.110 0.078
C -0.052 -0.126 0.565
C -1.054 0.767 -0.167
C -1.089 -0.704 -0.271
H 3.653 -0.057 -0.285
H -0.262 -0.078 1.647
H -1.825 1.217 0.328
H -0.570 1.451 -0.900
H -0.762 -1.302 -1.148
H -1.917 -1.128 0.282

Listed below, in e, are the Löwdin charges computed for each atom: atom 1 (C): 0.086, atom 2 (C): -0.109, atom 3 (C): -0.319, atom 4 (C): -0.112, atom 5 (C): -0.158, atom 6 (H): 0.054, atom 7 (H): 0.144, atom 8 (H): 0.063, atom 9 (H): 0.121, atom 10 (H): 0.125, atom 11 (H): 0.104



Density functional theory data (wB97M-V/def2-TZVPD) for a cluster of 2 separate species, C5H14 in total.

Electronic energy in eV: -5410.49707
Net charge: 0
LUMO energy in eV: 1.11
SMILES string: CCC.CC
Gap between HOMO and LUMO in Eh: 0.43597
Energy above the lowest of the compared OMol25 structures with the same formula, charge and spin in eV: 1.553

Geometry (Å):
C -1.275 0.004 1.011
C -2.302 -0.648 0.191
C -0.352 -0.930 1.828
H -0.725 0.677 0.342
H -1.781 0.698 1.849
H -2.672 -1.540 0.626
H -1.966 -1.023 -0.794
H -0.555 -2.008 1.897
H 0.710 -0.791 1.601
H -3.144 0.087 0.005
H -0.486 -0.835 2.942
C 1.698 1.240 -0.784
C 1.739 0.386 -2.054
H 2.053 2.225 -0.866
H 0.896 1.158 -0.052
H 2.607 0.846 -0.358
H 2.677 0.512 -2.663
H 0.969 0.673 -2.837
H 1.909 -0.731 -1.886

Listed below, in e, are the Löwdin charges computed for each atom: atom 1 (C): -0.340, atom 2 (C): -0.158, atom 3 (C): -0.124, atom 4 (H): 0.059, atom 5 (H): 0.142, atom 6 (H): 0.050, atom 7 (H): 0.080, atom 8 (H): 0.064, atom 9 (H): 0.055, atom 10 (H): 0.094, atom 11 (H): 0.074, atom 12 (C): -0.161, atom 13 (C): -0.184, atom 14 (H): 0.046, atom 15 (H): 0.030, atom 16 (H): 0.056, atom 17 (H): 0.064, atom 18 (H): 0.071, atom 19 (H): 0.080



Density functional theory data (wB97M-V/def2-TZVPD) for an isolated molecule of C10H10BrFO.

Electronic energy in eV: -85338.27563
Net charge: 0
LUMO energy in eV: -0.31
SMILES string: Cc1ccc(C[C@H](F)Br)c(C=O)c1
Gap between HOMO and LUMO in Eh: 0.34145

Geometry (Å):
C 1.415 1.536 0.212
C 1.375 -0.727 -0.291
C 0.011 1.569 0.278
C -0.014 -0.781 -0.104
C 2.100 0.395 -0.179
C -0.729 0.402 0.178
C -0.602 -2.085 -0.135
C 3.586 0.258 -0.245
C -2.175 0.254 0.736
C -3.163 -0.008 -0.421
O -1.788 -2.279 0.140
F -2.894 0.981 -1.394
Br -4.973 0.141 0.070
H 2.006 2.514 0.390
H 1.950 -1.647 -0.566
H -0.460 2.302 0.777
H -3.083 -0.928 -0.845
H 0.058 -2.961 -0.385
H 4.289 1.148 -0.099
H 3.987 -0.483 0.535
H 4.037 -0.073 -1.176
H -2.399 -0.695 1.362
H -2.533 1.168 1.163

Listed below, in e, are the Löwdin charges computed for each atom: atom 1 (C): 0.001, atom 2 (C): -0.013, atom 3 (C): -0.006, atom 4 (C): -0.145, atom 5 (C): -0.303, atom 6 (C): -0.118, atom 7 (C): -0.178, atom 8 (C): -0.072, atom 9 (C): -0.131, atom 10 (C): -0.769, atom 11 (O): 0.000, atom 12 (F): -0.091, atom 13 (Br): 0.779, atom 14 (H): 0.147, atom 15 (H): 0.142, atom 16 (H): 0.077, atom 17 (H): 0.032, atom 18 (H): 0.139, atom 19 (H): 0.096, atom 20 (H): 0.106, atom 21 (H): 0.069, atom 22 (H): 0.145, atom 23 (H): 0.094



Density functional theory data (wB97M-V/def2-TZVPD) for a structure of composition C31H27AlN5O4S.

Electronic energy in eV: -65660.19952
Net charge: +1
LUMO energy in eV: -3.61
Gap between HOMO and LUMO in Eh: 0.24968
Energy above the lowest of the compared OMol25 structures with the same formula, charge and spin in eV: 0.093

Geometry (Å):
Al -1.095 -0.290 0.638
C -2.059 -2.846 2.821
C -1.587 -1.577 3.461
C -1.745 -1.404 4.832
C -1.306 -0.248 5.442
C -0.684 0.723 4.676
C -0.551 0.502 3.321
N -1.006 -0.614 2.719
C 0.166 1.442 2.423
C 0.607 2.689 2.818
C 1.320 3.456 1.908
C 1.619 2.929 0.666
C 1.154 1.666 0.328
N 0.389 0.964 1.183
C 1.578 1.030 -0.943
C 1.523 1.721 -2.140
C 1.967 1.067 -3.277
C 2.477 -0.211 -3.157
C 2.524 -0.817 -1.902
C 3.135 -2.180 -1.730
N 2.055 -0.210 -0.812
H -2.401 -3.538 3.587
H -1.260 -3.331 2.263
H -2.881 -2.646 2.134
H -2.211 -2.191 5.407
H -1.429 -0.108 6.508
H -0.300 1.622 5.133
H 0.393 3.067 3.805
H 1.664 4.444 2.181
H 2.231 3.471 -0.040
H 1.085 2.707 -2.191
H 1.911 1.551 -4.243
H 2.851 -0.743 -4.022
H 4.124 -2.216 -2.188
H 2.524 -2.949 -2.210
H 3.246 -2.409 -0.672
O -1.416 1.900 -2.492
C -1.841 0.993 -1.817
O -1.055 0.283 -1.023
C -3.294 0.622 -1.820
C -3.987 0.867 -3.005
C -5.324 0.545 -3.134
C -5.992 -0.017 -2.053
C -5.323 -0.246 -0.864
C -3.970 0.066 -0.729
S -3.298 -0.199 0.898
H -3.442 1.324 -3.820
H -5.844 0.736 -4.062
H -7.041 -0.272 -2.132
H -5.852 -0.662 -0.017
O 5.273 -4.717 1.354
C 4.307 -5.728 1.379
N 3.068 -5.332 0.722
C 2.343 -4.335 1.279
O 2.595 -3.864 2.375
C 1.135 -3.867 0.519
C 0.451 -4.613 -0.430
C -0.648 -4.057 -1.069
C -1.035 -2.777 -0.732
N -0.384 -2.068 0.203
C 0.680 -2.593 0.808
H 5.024 -4.058 2.014
H 4.059 -6.021 2.399
H 4.711 -6.581 0.842
H 2.982 -5.499 -0.268
H 0.756 -5.626 -0.662
H -1.205 -4.608 -1.813
H -1.885 -2.290 -1.195
H 1.191 -1.990 1.547

Listed below, in e, are the Löwdin charges computed for each atom: atom 1 (Al): -0.081, atom 2 (C): -0.012, atom 3 (C): -0.262, atom 4 (C): 0.014, atom 5 (C): -0.003, atom 6 (C): 0.023, atom 7 (C): -0.167, atom 8 (N): 0.091, atom 9 (C): -0.151, atom 10 (C): 0.026, atom 11 (C): 0.006, atom 12 (C): 0.038, atom 13 (C): -0.139, atom 14 (N): 0.162, atom 15 (C): -0.242, atom 16 (C): -0.014, atom 17 (C): -0.021, atom 18 (C): -0.007, atom 19 (C): -0.302, atom 20 (C): -0.022, atom 21 (N): 0.173, atom 22 (H): 0.092, atom 23 (H): 0.073, atom 24 (H): 0.060, atom 25 (H): 0.126, atom 26 (H): 0.126, atom 27 (H): 0.117, atom 28 (H): 0.118, atom 29 (H): 0.127, atom 30 (H): 0.132, atom 31 (H): 0.123, atom 32 (H): 0.121, atom 33 (H): 0.120, atom 34 (H): 0.090, atom 35 (H): 0.082, atom 36 (H): 0.066, atom 37 (O): 0.108, atom 38 (C): -0.490, atom 39 (O): -0.032, atom 40 (C): -0.146, atom 41 (C): -0.015, atom 42 (C): -0.067, atom 43 (C): -0.071, atom 44 (C): -0.121, atom 45 (C): -0.524, atom 46 (S): 0.860, atom 47 (H): 0.122, atom 48 (H): 0.108, atom 49 (H): 0.109, atom 50 (H): 0.098, atom 51 (O): -0.020, atom 52 (C): -0.238, atom 53 (N): 0.104, atom 54 (C): -0.452, atom 55 (O): 0.085, atom 56 (C): -0.107, atom 57 (C): 0.025, atom 58 (C): 0.004, atom 59 (C): -0.043, atom 60 (N): 0.052, atom 61 (C): -0.047, atom 62 (H): 0.088, atom 63 (H): 0.133, atom 64 (H): 0.133, atom 65 (H): 0.137, atom 66 (H): 0.129, atom 67 (H): 0.124, atom 68 (H): 0.132, atom 69 (H): 0.139



Density functional theory data (wB97M-V/def2-TZVPD) for a cluster of 2 separate species, C5H5Cl3N3O2 in total.

Electronic energy in eV: -51385.53067
Net charge: +1
LUMO energy in eV: -5.60
Gap between HOMO and LUMO in Eh: 0.31212
Energy above the lowest of the compared OMol25 structures with the same formula, charge and spin in eV: 1.908

Geometry (Å):
C 0.592 -1.606 0.587
C 1.150 -0.498 -0.067
C -1.054 -0.381 -0.089
C 0.120 1.471 -1.241
C -3.325 -0.087 0.057
N 0.041 0.288 -0.377
N -0.769 -1.516 0.478
N 2.597 -0.225 -0.134
O 3.210 -0.737 0.772
O 3.002 0.475 -1.030
Cl -3.671 1.175 -1.028
Cl -3.712 -1.676 -0.439
Cl -3.393 0.247 1.755
H 1.168 -2.443 1.026
H -0.779 1.991 -1.276
H 0.962 2.180 -0.863
H 0.441 1.124 -2.306
H -1.455 -2.231 0.579

Listed below, in e, are the Löwdin charges computed for each atom: atom 1 (C): 0.058, atom 2 (C): -0.073, atom 3 (C): -0.159, atom 4 (C): 0.018, atom 5 (C): -1.547, atom 6 (N): -0.032, atom 7 (N): 0.087, atom 8 (N): -0.335, atom 9 (O): 0.133, atom 10 (O): 0.129, atom 11 (Cl): 0.710, atom 12 (Cl): 0.718, atom 13 (Cl): 0.689, atom 14 (H): 0.160, atom 15 (H): 0.042, atom 16 (H): 0.137, atom 17 (H): 0.146, atom 18 (H): 0.119



Density functional theory data (wB97M-V/def2-TZVPD) for a cluster of 13 separate species, C4H34N2O14 in total.

Electronic energy in eV: -36342.61414
Net charge: 0
LUMO energy in eV: -0.28
Gap between HOMO and LUMO in Eh: 0.32347
Energy above the lowest of the compared OMol25 structures with the same formula, charge and spin in eV: 5.858

Geometry (Å):
N -3.160 1.557 -1.880
C -2.070 0.926 -1.077
C -0.775 0.953 -1.803
N 0.137 1.941 -1.078
C 1.369 2.448 -1.704
C 2.376 1.769 -0.698
O 2.600 2.310 0.547
O 3.227 0.974 -0.854
H 1.877 2.805 0.908
H -2.786 2.226 -2.500
H -3.735 0.865 -2.340
H -2.276 -0.060 -0.925
H -2.065 1.319 -0.054
H -0.253 -0.012 -2.039
H -1.004 1.330 -2.833
H -0.398 2.653 -0.623
H 1.591 2.137 -2.705
H 1.349 3.529 -1.760
H 2.925 -1.096 1.388
H 3.564 -1.840 0.290
O 2.878 -1.899 0.923
H -4.358 0.974 1.632
H -3.149 -0.010 1.080
O -3.415 0.529 1.761
H 1.168 -1.667 2.545
H -0.304 -1.325 2.568
O 0.405 -1.819 3.085
H -1.597 3.843 1.892
H -0.245 3.919 1.238
O -1.064 3.439 1.178
H -1.603 0.484 2.879
H -0.900 1.725 2.229
O -0.719 1.082 2.866
H 2.323 -1.606 -2.962
H 3.333 -0.575 -2.507
O 3.256 -1.244 -3.135
H -3.845 -2.835 0.960
H -2.779 -2.110 0.025
O -3.441 -1.989 0.671
H 1.288 -0.343 -1.214
H 1.862 -1.682 -0.506
O 1.492 -1.287 -1.281
H 0.132 -4.694 1.414
H 0.335 -3.279 1.288
O 0.277 -4.000 0.800
H -0.324 -1.939 -0.992
H -0.847 -3.320 -0.506
O -1.184 -2.439 -0.840
H 3.142 1.024 2.474
H 1.707 0.671 2.928
O 2.659 0.684 3.162
H -2.748 -2.142 -1.957
H -4.293 -1.891 -2.097
O -3.385 -1.608 -2.236

Listed below, in e, are the Löwdin charges computed for each atom: atom 1 (N): 0.032, atom 2 (C): -0.265, atom 3 (C): -0.154, atom 4 (N): -0.051, atom 5 (C): -0.069, atom 6 (C): -0.468, atom 7 (O): 0.082, atom 8 (O): 0.124, atom 9 (H): 0.079, atom 10 (H): 0.036, atom 11 (H): 0.052, atom 12 (H): 0.032, atom 13 (H): 0.086, atom 14 (H): 0.105, atom 15 (H): 0.122, atom 16 (H): 0.059, atom 17 (H): 0.119, atom 18 (H): 0.121, atom 19 (H): 0.010, atom 20 (H): 0.054, atom 21 (O): 0.015, atom 22 (H): 0.141, atom 23 (H): -0.071, atom 24 (O): -0.080, atom 25 (H): -0.016, atom 26 (H): 0.062, atom 27 (O): -0.045, atom 28 (H): 0.091, atom 29 (H): 0.042, atom 30 (O): -0.043, atom 31 (H): 0.105, atom 32 (H): -0.069, atom 33 (O): -0.086, atom 34 (H): 0.059, atom 35 (H): -0.061, atom 36 (O): -0.083, atom 37 (H): 0.077, atom 38 (H): -0.051, atom 39 (O): -0.048, atom 40 (H): 0.026, atom 41 (H): 0.003, atom 42 (O): -0.064, atom 43 (H): 0.060, atom 44 (H): -0.069, atom 45 (O): 0.036, atom 46 (H): 0.048, atom 47 (H): 0.060, atom 48 (O): -0.101, atom 49 (H): -0.038, atom 50 (H): 0.027, atom 51 (O): -0.016, atom 52 (H): -0.085, atom 53 (H): 0.066, atom 54 (O): 0.001



Among the records above, which one has the lowest electronic energy?
C10H10BrFO



Which value of LUMO energy does entry 1 give?
1.19 eV



LUMO energy of number 4 (C31H27AlN5O4S)?
-3.61 eV